# 1
DFT (ωB97M-V/def2-TZVPD) results for a molecular structure, C11H14N2OPTi in a non-equilibrium geometry.

Structure (XYZ):
```
30
Properties=species:S:1:pos:R:3:lowdin_charge:R:1
C 1.92 0.75 -2.50 -0.2444
C 3.28 0.59 -2.13 -0.3544
C 3.80 1.13 -0.93 -0.2328
C 2.98 1.65 0.09 -0.2957
C 1.60 1.63 0.02 -0.1726
Ti 1.55 -0.11 -0.82 0.4817
P 0.40 -1.99 -2.41 0.7226
H 1.59 0.74 -3.54 0.0083
H 4.02 0.07 -2.76 0.0764
H 4.88 1.18 -0.80 0.0811
H 0.99 2.12 0.77 0.0378
H 3.50 2.09 0.95 0.0846
H -0.30 -3.19 -2.06 -0.1379
H 1.07 -2.58 -3.51 -0.1393
H -0.71 -1.47 -3.14 -0.1115
N -2.89 -0.43 4.00 0.1271
C -1.70 -0.31 3.33 -0.5297
O -0.62 -0.27 3.92 -0.0182
C -1.74 -0.19 1.83 -0.1789
C -2.93 -0.10 1.09 -0.1084
C -2.84 0.10 -0.29 -0.1130
C -1.60 0.13 -0.92 -0.2287
N -0.48 -0.13 -0.21 -0.1607
C -0.53 -0.20 1.15 -0.0889
H -2.83 -0.63 4.99 0.0886
H -3.76 -0.71 3.55 0.0688
H -3.88 -0.18 1.60 0.0686
H -3.73 0.25 -0.90 0.0872
H -1.49 0.26 -2.00 0.0721
H 0.45 -0.18 1.65 0.1101
```

Computed properties:
- LUMO energy (alpha / beta): 2.9960 / 2.8157 eV
- Multiplicity: 3
- Frontier orbital gap (alpha / beta): 4.2 / 6.1 eV
- Expectation value of S²: 2.0252
- Energy: -1802.9833 a.u.
- Total charge: -1


# 2
DFT (ωB97M-V/def2-TZVPD) results for a molecular structure, C33H66FN5O2SSb in a non-equilibrium geometry.

Structure (XYZ):
```
109
Properties=species:S:1:pos:R:3:lowdin_charge:R:1
C -2.34 -3.69 1.04 -0.1113
C -0.82 -3.89 1.14 -0.2716
C -0.30 -3.48 2.51 -0.2026
C 1.24 -3.51 2.72 -0.2018
C 2.08 -3.78 1.48 -0.2189
C 3.59 -3.73 1.71 -0.2056
C 4.11 -2.38 2.25 -0.2117
C 4.25 -1.32 1.14 -0.2161
C 3.62 0.02 1.52 -0.3219
C 2.08 -0.02 1.50 -0.3608
Sb 1.28 1.28 -0.11 0.9766
C -0.77 1.30 0.75 -0.3614
C -1.04 0.34 1.89 -0.3155
F -0.62 0.88 3.11 -0.0967
C 0.73 -0.61 -1.30 -0.4651
S 0.45 -0.35 -2.98 0.5124
O 0.35 -1.60 -3.71 -0.4130
O 1.35 0.62 -3.54 -0.4257
H -2.84 -4.15 1.89 0.0652
H -2.71 -4.15 0.13 0.0663
H -2.59 -2.63 1.00 0.0603
H -0.61 -4.95 0.96 0.1068
H -0.35 -3.32 0.34 0.0922
H -0.77 -4.15 3.24 0.1024
H -0.67 -2.49 2.74 0.0888
H 1.53 -2.56 3.17 0.0820
H 1.47 -4.31 3.43 0.0995
H 1.84 -4.80 1.14 0.1102
H 1.81 -3.13 0.65 0.0893
H 3.93 -4.55 2.34 0.1028
H 4.05 -3.83 0.72 0.0715
H 5.09 -2.55 2.69 0.0793
H 3.48 -2.00 3.05 0.0808
H 5.31 -1.16 0.91 0.0996
H 3.79 -1.72 0.23 0.0979
H 3.93 0.25 2.55 0.0960
H 4.02 0.83 0.90 0.0536
H 1.79 -1.05 1.26 0.0220
H 1.69 0.23 2.48 0.0439
H 0.68 2.33 -1.40 -0.0880
H 2.86 1.27 -0.87 -0.0590
H 1.70 2.71 0.88 -0.0904
H -1.03 2.31 1.07 0.0429
H -1.48 1.05 -0.05 0.0188
H -2.12 0.16 1.99 0.1011
H -0.56 -0.62 1.75 0.0688
H 1.55 -1.33 -1.23 0.0292
H -0.16 -1.05 -0.85 0.0154
H -0.78 0.22 -2.99 0.0322
C -3.97 -0.37 -5.48 -0.1041
C -5.06 0.24 -4.60 -0.2598
C -4.49 1.04 -3.43 -0.1849
C -3.68 0.20 -2.56 -0.2201
N -3.02 -0.46 -1.88 0.1790
H -3.35 -1.08 -4.92 0.0745
H -4.41 -0.91 -6.32 0.0691
H -3.31 0.40 -5.88 0.0771
H -5.71 -0.55 -4.22 0.1096
H -5.69 0.90 -5.20 0.1047
H -5.29 1.48 -2.83 0.1154
H -3.86 1.86 -3.80 0.1075
C 2.44 -1.63 6.56 -0.1003
C 2.23 -3.13 6.45 -0.2531
C 3.49 -3.94 6.82 -0.1877
C 4.61 -3.60 5.95 -0.2291
N 5.48 -3.35 5.24 0.1638
H 3.21 -1.28 5.87 0.0698
H 1.52 -1.10 6.32 0.0756
H 2.73 -1.34 7.58 0.0729
H 1.94 -3.38 5.44 0.0816
H 1.42 -3.44 7.11 0.1076
H 3.29 -5.01 6.74 0.1150
H 3.79 -3.73 7.85 0.1154
C -2.71 4.89 -2.45 -0.0978
C -2.93 5.24 -3.91 -0.2494
C -4.18 6.09 -4.14 -0.1851
C -5.39 5.38 -3.70 -0.2487
N -6.33 4.83 -3.36 0.1427
H -3.53 4.30 -2.05 0.0655
H -1.80 4.30 -2.33 0.0738
H -2.61 5.79 -1.84 0.0752
H -3.00 4.33 -4.51 0.1013
H -2.06 5.79 -4.29 0.1119
H -4.29 6.34 -5.19 0.1195
H -4.11 7.02 -3.58 0.0725
C -7.46 9.95 -1.12 -0.1114
C -7.26 8.47 -1.42 -0.2576
C -5.87 7.97 -1.04 -0.1829
C -4.82 8.67 -1.78 -0.2457
N -4.01 9.22 -2.38 0.1554
H -6.77 10.57 -1.70 0.0701
H -8.48 10.26 -1.38 0.0702
H -7.31 10.17 -0.06 0.0757
H -7.43 8.29 -2.48 0.1101
H -8.00 7.88 -0.88 0.1095
H -5.78 6.90 -1.25 0.1015
H -5.69 8.11 0.03 0.1229
C 8.16 -5.87 -0.52 -0.1121
C 7.57 -5.51 -1.89 -0.2646
C 6.23 -4.78 -1.78 -0.1842
C 5.22 -5.60 -1.10 -0.2408
N 4.44 -6.22 -0.54 0.1629
H 7.51 -6.55 0.03 0.0703
H 9.13 -6.36 -0.64 0.0677
H 8.30 -4.97 0.08 0.0778
H 7.44 -6.42 -2.48 0.1082
H 8.27 -4.88 -2.43 0.1051
H 5.85 -4.53 -2.77 0.1197
H 6.34 -3.85 -1.22 0.1207
```

Computed properties:
- LUMO energy: 2.1128 eV
- Frontier orbital gap: 6.2 eV
- Energy: -2459.3808 a.u.
- Total charge: -1


# 3
DFT (ωB97M-V/def2-TZVPD) results for 6 unconnected molecules or ions with the total composition C45H100F2N6O4S2 in a non-equilibrium geometry.

Structure (XYZ):
```
159
Properties=species:S:1:pos:R:3:lowdin_charge:R:1
C -4.44 2.98 -2.94 -0.0771
C -2.98 3.43 -2.74 -0.2206
C -2.26 3.11 -1.43 -0.1485
N -2.73 3.70 -0.14 -0.2511
C -1.57 3.77 0.80 -0.1275
C -1.96 4.14 2.23 -0.1436
C -3.03 3.21 2.78 -0.1677
C -4.22 3.14 1.83 -0.1512
C -3.78 2.74 0.45 -0.0738
C -3.35 5.03 -0.37 0.0367
H -5.07 3.35 -2.13 0.0531
H -4.58 1.91 -3.02 0.0892
H -4.86 3.43 -3.84 0.0884
H -2.92 4.48 -3.02 0.1072
H -2.39 2.94 -3.52 0.1112
H -1.27 3.54 -1.63 0.1297
H -2.07 2.04 -1.36 0.1126
H -1.11 2.78 0.77 0.0947
H -0.86 4.48 0.37 0.1400
H -1.04 4.06 2.81 0.1206
H -2.31 5.17 2.21 0.1191
H -2.62 2.23 3.01 0.1142
H -3.37 3.65 3.72 0.1265
H -4.91 2.36 2.16 0.1347
H -4.77 4.08 1.84 0.1277
H -3.29 1.77 0.42 0.1363
H -4.60 2.75 -0.27 0.1198
H -4.29 4.93 -0.90 0.1114
H -2.67 5.64 -0.96 0.1222
H -3.55 5.52 0.58 0.1043
C 3.27 0.83 -4.79 -0.0676
C 2.25 1.96 -4.85 -0.2511
C 2.70 3.01 -5.84 -0.1298
N 1.83 4.23 -6.04 -0.2602
C 2.20 4.86 -7.38 -0.0893
C 1.23 5.93 -7.83 -0.1537
C -0.17 5.38 -7.89 -0.1804
C -0.57 4.92 -6.50 -0.1723
C 0.37 3.86 -5.95 -0.1118
C 2.14 5.20 -4.94 0.0333
H 3.31 0.32 -5.76 0.0918
H 3.03 0.12 -4.01 0.0634
H 4.28 1.22 -4.64 0.0840
H 2.04 2.39 -3.86 0.0918
H 1.29 1.53 -5.14 0.0998
H 2.76 2.55 -6.83 0.1414
H 3.71 3.37 -5.63 0.1431
H 2.25 4.07 -8.12 0.1440
H 3.16 5.32 -7.18 0.1410
H 1.55 6.22 -8.83 0.1393
H 1.24 6.82 -7.20 0.1253
H -0.26 4.51 -8.56 0.1319
H -0.90 6.05 -8.34 0.1304
H -1.60 4.55 -6.45 0.1276
H -0.61 5.80 -5.84 0.1190
H 0.23 2.94 -6.51 0.1470
H 0.14 3.71 -4.89 0.1219
H 1.47 6.04 -5.03 0.1040
H 3.17 5.51 -5.04 0.1169
H 1.92 4.68 -4.01 0.0981
C 5.93 5.41 0.53 -0.0747
C 4.61 4.64 0.41 -0.2328
C 4.80 3.25 0.98 -0.1245
N 3.66 2.26 0.81 -0.2538
C 4.15 0.88 1.20 -0.0958
C 4.25 0.72 2.70 -0.1456
C 2.92 1.03 3.38 -0.1669
C 2.45 2.44 3.05 -0.1497
C 2.45 2.71 1.56 -0.1157
C 3.27 2.18 -0.64 0.0132
H 5.79 6.45 0.23 0.0867
H 6.74 4.93 -0.01 0.0861
H 6.21 5.51 1.58 0.0897
H 4.41 4.56 -0.67 0.1023
H 3.80 5.22 0.85 0.1121
H 4.88 3.38 2.06 0.1384
H 5.73 2.80 0.63 0.1454
H 5.08 0.74 0.66 0.1417
H 3.40 0.18 0.81 0.1295
H 5.05 1.34 3.10 0.1258
H 4.48 -0.33 2.90 0.1306
H 3.16 1.03 4.45 0.1254
H 2.15 0.28 3.21 0.1040
H 2.97 3.17 3.66 0.1283
H 1.41 2.56 3.36 0.1141
H 2.36 3.79 1.38 0.1259
H 1.59 2.27 1.05 0.1005
H 2.81 3.10 -0.97 0.1018
H 2.57 1.35 -0.71 0.0617
H 4.19 1.99 -1.20 0.1245
C -4.07 -8.01 4.80 -0.0772
C -3.96 -6.80 5.69 -0.2208
C -3.79 -5.53 4.86 -0.1358
N -3.82 -4.23 5.63 -0.2810
C -3.75 -3.10 4.64 -0.1116
C -2.44 -3.00 3.85 -0.1451
C -1.24 -3.02 4.78 -0.1761
C -1.34 -4.15 5.80 -0.1623
C -2.64 -4.11 6.57 -0.0881
C -5.10 -4.10 6.37 0.0290
H -3.14 -8.22 4.28 0.0792
H -4.93 -7.94 4.13 0.0899
H -4.27 -8.91 5.39 0.0926
H -3.07 -6.86 6.33 0.1192
H -4.81 -6.71 6.36 0.1123
H -4.63 -5.44 4.15 0.1466
H -2.88 -5.57 4.27 0.0982
H -4.68 -3.11 4.08 0.1430
H -3.77 -2.19 5.24 0.1405
H -2.44 -3.88 3.20 0.0945
H -2.52 -2.10 3.24 0.1157
H -0.28 -3.05 4.28 0.1111
H -1.23 -2.10 5.37 0.1269
H -1.18 -5.12 5.33 0.1162
H -0.51 -4.12 6.51 0.1363
H -2.72 -4.88 7.32 0.1411
H -2.78 -3.12 7.01 0.1465
H -5.89 -4.21 5.63 0.1233
H -5.18 -3.09 6.77 0.1195
H -5.18 -4.83 7.15 0.1113
C -1.91 -6.58 1.18 -0.0683
C -0.78 -5.54 1.24 -0.2332
C 0.41 -6.06 0.45 -0.1215
N 1.51 -5.09 0.12 -0.2665
C 2.63 -5.84 -0.54 -0.1062
C 2.31 -6.31 -1.95 -0.1419
C 1.88 -5.13 -2.81 -0.1725
C 0.69 -4.45 -2.17 -0.1525
C 1.06 -3.96 -0.79 -0.1169
C 1.99 -4.45 1.38 0.0185
H -1.52 -7.56 1.46 0.0913
H -2.35 -6.64 0.19 0.0908
H -2.65 -6.34 1.94 0.0572
H -0.52 -5.40 2.29 0.1014
H -1.16 -4.57 0.92 0.1122
H 0.04 -6.47 -0.48 0.1221
H 0.93 -6.86 0.98 0.1483
H 2.89 -6.68 0.11 0.1427
H 3.50 -5.18 -0.54 0.1440
H 1.48 -7.02 -1.95 0.1210
H 3.19 -6.81 -2.36 0.1353
H 1.73 -5.39 -3.86 0.1272
H 2.68 -4.37 -2.85 0.1258
H -0.18 -5.12 -2.09 0.1252
H 0.28 -3.62 -2.75 0.1203
H 0.20 -3.47 -0.34 0.1146
H 1.88 -3.24 -0.80 0.1286
H 1.19 -3.82 1.76 0.0905
H 2.84 -3.83 1.13 0.1126
H 2.32 -5.22 2.07 0.1235
N -0.03 0.81 -0.48 -0.2812
S 0.29 -0.21 -1.66 0.4522
O -0.75 -1.14 -1.94 -0.2525
O 1.64 -0.67 -1.75 -0.2837
F 0.20 0.79 -2.93 -0.1921
S -0.31 -0.23 0.76 0.4640
O 0.79 -1.06 1.12 -0.2716
O -1.63 -0.71 0.84 -0.2540
F -0.32 0.91 1.89 -0.1953
```

Computed properties:
- LUMO energy: -7.4442 eV
- Frontier orbital gap: 10.6 eV
- Energy: -3399.0188 a.u.
- Total charge: +4


# 4
DFT (ωB97M-V/def2-TZVPD) results for a molecular structure, C29H30AuN5O2.

Structure (XYZ):
```
67
Properties=species:S:1:pos:R:3:lowdin_charge:R:1
Au -0.14 0.78 0.00 1.1550
C -0.38 2.03 -2.80 -0.0537
N 0.22 0.81 -2.23 -0.2871
C -0.38 -0.39 -2.85 -0.0472
C 1.67 0.82 -2.39 -0.1834
C 2.17 0.83 -3.67 -0.0072
C 3.53 0.84 -3.93 -0.0101
C 4.41 0.83 -2.86 -0.0323
C 3.93 0.82 -1.57 0.0182
C 2.55 0.82 -1.26 -0.1662
N 1.99 0.82 0.00 0.0438
C 2.55 0.85 1.26 -0.1661
C 3.93 0.90 1.58 0.0184
C 4.40 0.92 2.87 -0.0322
C 3.52 0.88 3.94 -0.0099
C 2.16 0.84 3.68 -0.0069
C 1.67 0.83 2.39 -0.1834
N 0.22 0.80 2.23 -0.2871
C -0.37 -0.40 2.85 -0.0468
C -0.39 2.02 2.80 -0.0538
H -0.24 2.08 -3.88 0.1007
H 0.07 2.91 -2.35 0.1015
H -1.45 2.03 -2.60 0.0837
H -0.25 -0.38 -3.93 0.1011
H -1.44 -0.41 -2.63 0.0878
H 0.09 -1.29 -2.45 0.0930
H 1.49 0.82 -4.51 0.1225
H 3.90 0.84 -4.95 0.1284
H 5.48 0.84 -3.02 0.1275
H 4.68 0.81 -0.80 0.0853
H 4.67 0.94 0.81 0.0853
H 5.47 0.96 3.03 0.1275
H 3.89 0.89 4.96 0.1285
H 1.48 0.83 4.52 0.1226
H -0.25 -0.39 3.94 0.1011
H 0.11 -1.29 2.46 0.0932
H -1.44 -0.43 2.63 0.0878
H -0.25 2.07 3.88 0.1009
H -1.46 2.01 2.60 0.0839
H 0.05 2.91 2.35 0.1013
O 0.10 -6.91 -0.10 0.1531
C -1.13 -6.40 0.04 -0.4709
O -2.08 -7.11 0.17 0.1568
C -1.29 -4.89 0.01 -0.0964
C -0.24 -3.98 0.01 -0.0008
C -0.50 -2.62 0.00 -0.0500
C -1.80 -2.14 -0.01 -0.2659
C -2.85 -3.06 -0.02 0.0177
C -2.60 -4.41 -0.01 0.0251
N -1.99 -0.74 -0.01 0.0291
C -3.13 -0.17 0.01 -0.0515
C -3.23 1.30 0.00 -0.2444
C -4.46 1.94 0.01 0.0232
C -4.49 3.33 0.01 -0.0053
C -3.30 4.04 0.00 -0.0052
C -2.11 3.32 0.00 -0.1218
N -2.08 1.99 0.00 -0.0088
H 0.79 -6.25 -0.24 0.0965
H 0.80 -4.31 0.03 0.1185
H 0.33 -1.92 0.01 0.0846
H -3.88 -2.72 -0.03 0.1125
H -3.41 -5.13 -0.01 0.1365
H -4.07 -0.72 0.01 0.1348
H -5.38 1.37 0.01 0.1312
H -5.44 3.85 0.01 0.1305
H -3.28 5.12 0.00 0.1259
H -1.15 3.82 0.00 0.1195
```

Computed properties:
- LUMO energy (alpha / beta): -6.6236 / -8.1274 eV
- Multiplicity: 3
- Frontier orbital gap (alpha / beta): 7.4 / 6.3 eV
- Expectation value of S²: 2.0566
- Energy: -1682.4616 a.u.
- Total charge: +2


# 5
DFT (ωB97M-V/def2-TZVPD) results for 5 unconnected molecules or ions with the total composition C31H37Cl2N2OP in a non-equilibrium geometry.

Structure (XYZ):
```
74
Properties=species:S:1:pos:R:3:lowdin_charge:R:1
C 0.91 -0.36 -0.93 0.0067
C 0.37 0.92 -1.54 -0.5540
O -0.30 1.68 -0.84 0.0159
N 0.63 1.16 -2.89 -0.2697
C 2.01 0.83 -3.33 -0.1251
P 0.16 2.75 -3.47 0.9930
C 0.86 3.97 -2.24 -0.4601
N 2.18 3.52 -1.83 -0.0263
C -1.65 2.96 -3.23 -0.8463
Cl -2.11 4.51 -2.57 0.6755
C -2.60 2.08 -3.56 -0.8076
C -4.07 2.26 -3.39 -0.1392
Cl -2.16 0.55 -4.24 0.6834
H 1.20 -1.09 -1.68 0.0822
H 0.18 -0.74 -0.24 0.0742
H 1.83 -0.08 -0.42 0.0744
H 1.96 0.06 -4.09 0.0822
H 2.48 1.69 -3.80 0.0534
H 2.64 0.52 -2.51 0.0780
H 0.94 4.92 -2.77 0.0686
H 0.16 4.03 -1.41 0.0305
H 2.65 4.21 -1.27 0.0664
H 2.07 2.70 -1.25 0.0366
H -4.34 3.29 -3.20 0.0472
H -4.42 1.67 -2.55 0.0689
H -4.60 1.94 -4.28 0.0754
C -1.50 -1.88 2.28 -0.1057
C -2.34 -2.31 1.26 -0.1062
C -2.55 -3.66 1.06 -0.0896
C -1.92 -4.59 1.88 -0.0967
C -1.07 -4.17 2.89 -0.0992
C -0.86 -2.81 3.09 -0.0986
H -1.34 -0.82 2.44 0.1015
H -2.83 -1.58 0.63 0.0929
H -3.21 -4.00 0.27 0.1023
H -2.09 -5.65 1.72 0.0999
H -0.58 -4.89 3.52 0.1002
H -0.20 -2.48 3.88 0.1002
C 3.57 -2.73 1.00 -0.1036
C 4.95 -2.78 0.82 -0.0934
C 5.50 -3.67 -0.08 -0.0949
C 4.67 -4.52 -0.81 -0.0953
C 3.30 -4.48 -0.63 -0.0932
C 2.75 -3.58 0.28 -0.0960
H 3.14 -2.03 1.71 0.0849
H 5.59 -2.12 1.39 0.0960
H 6.57 -3.71 -0.22 0.1005
H 5.10 -5.22 -1.52 0.1003
H 2.65 -5.14 -1.19 0.1012
H 1.67 -3.54 0.42 0.0984
C 2.76 2.13 1.83 -0.0971
C 3.09 3.45 2.07 -0.0981
C 4.38 3.79 2.46 -0.0946
C 5.34 2.81 2.59 -0.0939
C 5.02 1.48 2.35 -0.0910
C 3.73 1.14 1.97 -0.0900
H 1.75 1.86 1.53 0.0971
H 2.33 4.22 1.97 0.1025
H 4.63 4.83 2.64 0.1007
H 6.35 3.07 2.89 0.1009
H 5.77 0.71 2.47 0.0973
H 3.47 0.10 1.78 0.0700
C -7.43 0.37 0.25 -0.0958
C -6.36 1.18 -0.10 -0.1023
C -5.14 1.05 0.56 -0.0942
C -5.00 0.10 1.56 -0.1055
C -6.07 -0.72 1.91 -0.0897
C -7.29 -0.58 1.26 -0.0958
H -8.38 0.47 -0.26 0.0997
H -6.47 1.92 -0.88 0.0960
H -4.31 1.68 0.29 0.1024
H -4.05 -0.01 2.06 0.0893
H -5.95 -1.46 2.69 0.1026
H -8.12 -1.21 1.53 0.0995
```

Computed properties:
- SMILES: CC(=O)N(C)P(CN)/C(Cl)=C(/C)Cl.c1ccccc1.c1ccccc1.c1ccccc1.c1ccccc1
- LUMO energy: 0.6209 eV
- Frontier orbital gap: 8.7 eV
- Energy: -2649.9262 a.u.


# 6
DFT (ωB97M-V/def2-TZVPD) results for 2 unconnected molecules or ions with the total composition C4H10N2O3 in a non-equilibrium geometry.

Structure (XYZ):
```
19
Properties=species:S:1:pos:R:3:lowdin_charge:R:1
N -0.33 -1.41 -2.49 0.1249
C 0.10 -0.95 -1.21 -0.7220
O -0.53 -1.68 -0.19 0.0112
O 1.44 -0.97 -1.06 -0.0315
C -0.52 0.60 -1.10 -0.1886
O -1.64 0.82 -0.75 0.0518
H 0.45 -1.79 -3.02 0.0922
H -0.81 -0.73 -3.08 0.0857
H -1.47 -1.72 -0.39 0.0971
H 1.68 -0.61 -0.03 0.0865
H 0.09 1.33 -1.68 0.1292
H 1.13 -0.81 1.90 0.0990
N 1.44 -0.04 1.32 0.1019
C 0.70 1.00 1.36 -0.2511
C -0.46 1.23 2.26 -0.0500
H 1.02 1.83 0.74 0.1228
H -0.73 0.33 2.81 0.0850
H -0.24 2.04 2.96 0.0829
H -1.32 1.54 1.66 0.0731
```

Computed properties:
- SMILES: NC(O)(O)C=O.[H]/N=C\C
- LUMO energy: 0.4431 eV
- Frontier orbital gap: 9.4 eV
- Energy: -493.6015 a.u.


energy of number 3 (C45H100F2N6O4S2)? -3399.0188 a.u.